# 1
C57H59BiFN4O2P2 | ωB97M-V with the def2-TZVPD basis set

```
126
Properties=species:S:1:pos:R:3:mulliken_charge:R:1
Bi 0.9730 0.7944 0.9492 1.436
C -2.1444 -0.0324 3.1994 -2.256
N -3.2366 -0.7928 2.6498 2.021
C -3.2655 -1.1240 1.2455 -2.768
P -2.4418 0.1148 0.1278 0.948
C -3.3252 1.6350 0.6232 0.498
C -2.6868 2.8631 0.4502 -0.727
C -3.2818 4.0405 0.8834 -0.713
C -4.5204 4.0019 1.5069 -0.735
C -5.1653 2.7849 1.6869 -0.791
C -4.5745 1.6094 1.2474 -0.107
C -3.2913 -0.4703 -1.3798 1.048
C -4.5002 0.0569 -1.8239 -0.713
C -5.1455 -0.5091 -2.9150 -0.686
C -4.5980 -1.6082 -3.5596 -0.654
C -3.3905 -2.1348 -3.1238 -0.631
C -2.7358 -1.5635 -2.0417 -0.502
C -4.3909 -1.0020 3.4220 0.658
C -4.7039 -0.1777 4.5054 -0.460
C -5.8372 -0.4218 5.2683 -0.930
C -6.6907 -1.4689 4.9581 -0.558
C -6.3930 -2.2788 3.8716 -0.831
C -5.2531 -2.0590 3.1141 -0.516
P -0.4436 -0.7213 2.7958 0.695
C -0.6968 -2.4853 2.5697 0.033
C -1.4519 -3.2151 3.4881 -0.378
C -1.6744 -4.5641 3.2668 -0.930
C -1.1457 -5.1832 2.1390 -0.642
C -0.3931 -4.4590 1.2260 -0.471
C -0.1704 -3.1068 1.4398 -0.279
C 0.3523 -0.4878 4.4083 1.061
C 0.3580 0.7987 4.9502 -0.409
C 0.9162 1.0253 6.1949 -0.800
C 1.4770 -0.0305 6.9056 -0.574
C 1.4793 -1.3062 6.3654 -0.767
C 0.9197 -1.5390 5.1151 -0.564
H -2.1946 -0.0740 4.2853 1.171
H -2.1547 1.0303 2.9109 0.203
H -4.2978 -1.2071 0.9077 1.320
H -2.7893 -2.0880 1.0302 0.438
H -1.7246 2.9051 -0.0439 0.200
H -2.7750 4.9854 0.7367 0.478
H -4.9857 4.9179 1.8471 0.408
H -6.1312 2.7474 2.1742 0.485
H -5.0988 0.6753 1.4044 0.482
H -4.9475 0.9031 -1.3173 0.376
H -6.0830 -0.0903 -3.2576 0.444
H -5.1169 -2.0616 -4.3939 0.401
H -2.9614 -2.9918 -3.6237 0.469
H -1.7908 -1.9767 -1.7024 0.173
H -4.0798 0.6721 4.7500 0.460
H -6.0569 0.2254 6.1076 0.411
H -7.5744 -1.6520 5.5538 0.414
H -7.0471 -3.1018 3.6137 0.415
H -5.0216 -2.7256 2.2931 0.433
H -1.8648 -2.7325 4.3657 0.508
H -2.2633 -5.1330 3.9741 0.458
H -1.3240 -6.2376 1.9729 0.419
H 0.0178 -4.9457 0.3515 0.523
H 0.4169 -2.5307 0.7310 0.320
H -0.0687 1.6302 4.3973 0.342
H 0.9193 2.0238 6.6115 0.445
H 1.9110 0.1455 7.8808 0.411
H 1.9202 -2.1272 6.9154 0.455
H 0.9264 -2.5380 4.6986 0.445
C 0.7534 -1.8900 -4.0313 -1.546
C 1.1337 -0.4033 -3.9564 1.403
C 1.5078 0.0725 -5.3666 -1.832
C 2.2658 -0.1086 -2.9671 1.697
C 3.5213 -0.9586 -3.3180 -0.901
C 4.9118 -0.4716 -2.8619 -1.380
C 5.0095 0.8123 -2.0069 -0.786
C 3.6937 1.5808 -1.6972 1.721
C 3.9410 3.0656 -1.3725 0.584
C 4.9074 3.2840 -0.2010 -1.462
C 4.4745 3.8197 -2.5931 -1.338
C 2.5293 1.3570 -2.6447 -0.833
N 1.8417 2.3924 -2.8954 -0.012
C 0.7165 2.6417 -3.6696 -0.103
C 0.8041 3.3341 -4.8770 -0.216
C -0.3353 3.6400 -5.6021 -1.013
C -1.5919 3.2920 -5.1253 -0.562
C -1.7037 2.6511 -3.8988 -1.007
C -0.5532 2.3562 -3.2056 0.214
F -0.6341 1.6915 -2.0125 0.728
H 0.1255 -2.0501 -4.9083 0.550
H 0.1817 -2.2208 -3.1639 0.353
H 1.6264 -2.5377 -4.1319 0.172
H 0.2423 0.1216 -3.6234 -0.545
H 2.1200 -0.6771 -5.8728 0.405
H 2.0664 1.0081 -5.3595 0.323
H 0.6088 0.2241 -5.9658 0.490
H 3.5102 -1.4109 -4.3054 0.857
H 5.7203 -0.6269 -3.5740 0.312
H 5.8765 1.4393 -2.1979 0.720
H 2.9703 3.4975 -1.1118 0.269
H 5.8491 2.7475 -0.3429 0.250
H 4.4935 2.9874 0.7640 0.349
H 5.1480 4.3448 -0.1259 0.519
H 5.4696 3.4623 -2.8701 0.349
H 4.5625 4.8832 -2.3674 0.479
H 3.8171 3.7100 -3.4525 0.124
H 1.7847 3.6030 -5.2498 0.450
H -0.2382 4.1504 -6.5509 0.404
H -2.4807 3.5149 -5.6989 0.465
H -2.6604 2.3694 -3.4860 0.519
C 3.5679 -0.2516 2.5033 -0.624
O 2.2455 0.2484 2.5041 -0.429
H 3.7760 -0.8814 1.6368 0.214
H 3.6842 -0.8547 3.4064 0.416
H 4.3025 0.5604 2.5428 0.280
N 7.0239 -2.1898 -1.3525 -0.281
C 5.7031 -2.4457 -1.1614 -0.014
O 5.2982 -3.4855 -0.6811 -0.658
C 4.7672 -1.3366 -1.5642 1.262
C 4.8636 -0.0366 -0.7159 -1.138
C 3.5166 0.6600 -0.4182 -1.917
N 2.3548 -0.2114 -0.3520 -0.071
C 2.1612 -0.9275 -1.5854 -0.383
C 3.3660 -1.7935 -2.0194 -1.866
H 7.6938 -2.8872 -1.0759 0.278
H 7.3552 -1.3279 -1.7453 0.208
H 5.5906 -0.0353 0.0946 0.346
H 3.5965 1.2403 0.5026 1.380
H 1.2414 -1.5040 -1.5186 0.736
H 3.2181 -2.8707 -2.0076 0.580
```

Calculated values
* orbital gap: 6.57 eV
* total energy: -97248.9722 eV
* charge: +1
* E_HOMO: -10.0 eV
* ΔE to the lowest compared entry with this formula, charge and spin: 413.2 kJ/mol



# 2
C57H59Cl14NO4S | ωB97M-V with the def2-TZVPD basis set

```
136
Properties=species:S:1:pos:R:3:mulliken_charge:R:1
C 0.9487 4.6843 1.0416 -0.143
C -0.3610 5.2261 0.4416 -0.708
C -1.6271 4.6732 1.1158 -0.734
C -2.1612 3.3775 0.4854 -0.976
C -1.5809 2.0526 0.9940 0.324
C -2.2836 1.4770 2.2319 0.215
C -1.7381 1.9531 3.5783 -1.087
C -0.4155 1.2745 4.0196 -0.383
C 0.0471 0.0719 3.1938 0.864
C -0.6042 -1.2611 3.5648 -0.419
C 0.2425 -2.4216 3.0291 -0.880
C -0.5404 -3.7177 2.8165 -0.327
C 0.2576 -4.6606 1.9172 0.372
O 0.3044 -6.0215 2.4280 -0.463
S -0.4893 -7.0169 1.4611 1.104
O 0.4251 -7.7329 0.6402 -0.600
O -1.4572 -7.7203 2.2195 -0.546
O -1.1931 -5.8841 0.5868 -0.520
C -0.1902 -4.8361 0.4829 -0.307
C -0.6018 -3.6211 -0.3284 0.225
N 0.3158 -3.4491 -1.4610 -0.627
H 1.3956 5.3958 1.7346 0.390
H 0.7702 3.7688 1.6023 -0.662
H 1.6845 4.4805 0.2645 0.394
H -0.3953 5.0443 -0.6328 0.280
H -0.3696 6.3090 0.5758 0.394
H -1.4201 4.5605 2.1800 0.146
H -2.4063 5.4326 1.0242 0.411
H -3.2498 3.3410 0.5589 0.453
H -1.9339 3.4457 -0.5832 0.499
H -0.5070 2.1192 1.1741 -0.116
H -1.6995 1.3230 0.1897 0.189
H -2.2987 0.3900 2.2150 -0.871
H -3.3386 1.7658 2.1834 0.660
H -1.5974 3.0343 3.5586 0.240
H -2.5011 1.7855 4.3403 0.395
H -0.5604 0.9042 5.0358 0.406
H 0.4078 1.9869 4.0638 0.199
H 1.1150 -0.0546 3.4021 -0.719
H -0.0164 0.2381 2.1176 0.201
H -0.6403 -1.3452 4.6540 0.411
H -1.6150 -1.3422 3.1628 -0.045
H 1.1251 -2.5851 3.6491 0.296
H 0.6200 -2.1039 2.0486 0.185
H -1.5049 -3.5143 2.3622 0.174
H -0.6507 -4.2334 3.7700 0.361
H 1.2916 -4.3071 1.8953 0.540
H 0.6679 -5.2602 -0.0454 0.436
H -0.5651 -2.7115 0.2651 -0.257
H -1.6244 -3.7741 -0.6826 0.325
H 0.3380 -2.4843 -1.7551 0.152
H 0.0383 -4.0250 -2.2426 0.234
Cl 3.1282 -0.2199 0.6562 -0.186
C 4.0051 0.1591 2.1004 0.289
C 3.7452 1.3303 2.7986 0.121
Cl 2.5679 2.4652 2.2416 -0.013
C 4.4334 1.6021 3.9694 -0.477
C 5.3822 0.7125 4.4399 -0.791
C 5.6634 -0.4458 3.7291 -0.531
C 4.9700 -0.7251 2.5620 -0.443
H 4.2145 2.5082 4.5167 0.447
H 5.9075 0.9336 5.3588 0.403
H 6.4101 -1.1400 4.0890 0.393
H 5.1691 -1.6328 2.0097 0.460
Cl 1.6379 3.9267 -4.7002 -0.162
C 1.7303 2.2409 -4.3211 0.264
C 1.4634 1.2769 -5.2825 0.370
Cl 1.0410 1.7216 -6.8998 -0.234
C 1.5388 -0.0689 -4.9538 -0.575
C 1.8803 -0.4501 -3.6672 -0.736
C 2.1512 0.5156 -2.7065 0.322
C 2.0761 1.8585 -3.0338 -0.635
H 1.3307 -0.8142 -5.7090 0.430
H 1.9348 -1.4998 -3.4149 0.565
H 2.4195 0.2322 -1.6974 0.021
H 2.2848 2.6148 -2.2895 0.553
Cl 2.7501 -0.8848 5.4509 0.186
C 1.9693 -1.2731 6.9444 0.102
C 1.3832 -0.2855 7.7238 0.334
Cl 1.4285 1.3751 7.2456 -0.156
C 0.7164 -0.6284 8.8909 -0.505
C 0.6493 -1.9526 9.2886 -0.481
C 1.2401 -2.9407 8.5125 -0.628
C 1.8937 -2.6009 7.3403 -0.490
H 0.2545 0.1461 9.4867 0.425
H 0.1326 -2.2127 10.2021 0.386
H 1.1847 -3.9775 8.8148 0.390
H 2.3440 -3.3658 6.7231 0.433
Cl 1.2506 9.6915 -7.2048 -0.209
C 2.2319 8.3354 -7.6381 0.296
C 2.9651 8.3240 -8.8168 0.236
Cl 2.9389 9.6690 -9.9030 -0.200
C 3.7381 7.2179 -9.1393 -0.340
C 3.7810 6.1278 -8.2874 -0.718
C 3.0512 6.1405 -7.1065 -0.153
C 2.2787 7.2427 -6.7845 -0.310
H 4.3044 7.2160 -10.0600 0.398
H 4.3838 5.2679 -8.5459 0.383
H 3.0831 5.2931 -6.4373 0.212
H 1.7061 7.2607 -5.8674 0.407
Cl -6.3380 -3.1967 5.7308 -0.211
C -5.2171 -4.5045 5.8790 0.425
C -4.1297 -4.6215 5.0242 0.193
Cl -3.8457 -3.4613 3.7735 -0.059
C -3.2514 -5.6871 5.1607 -0.023
C -3.4552 -6.6308 6.1523 -0.861
C -4.5381 -6.5102 7.0122 -0.391
C -5.4170 -5.4495 6.8746 -0.504
H -2.4137 -5.7814 4.4835 0.277
H -2.7699 -7.4616 6.2490 0.413
H -4.7015 -7.2446 7.7891 0.368
H -6.2643 -5.3507 7.5384 0.414
Cl 3.8415 -1.1142 -8.7541 -0.205
C 2.8220 -0.9949 -10.1460 0.110
C 3.2338 -1.4635 -11.3860 0.427
Cl 4.7839 -2.1982 -11.5987 -0.200
C 2.3918 -1.3460 -12.4825 -0.492
C 1.1431 -0.7651 -12.3414 -0.375
C 0.7306 -0.3002 -11.1001 -0.651
C 1.5701 -0.4152 -10.0058 -0.018
H 2.7195 -1.7115 -13.4454 0.391
H 0.4930 -0.6760 -13.2009 0.365
H -0.2445 0.1528 -10.9832 0.375
H 1.2638 -0.0559 -9.0341 0.283
Cl -3.4280 -0.8859 0.2583 0.116
C -4.7029 -0.0933 -0.5985 0.225
C -6.0297 -0.4419 -0.3869 0.297
Cl -6.4610 -1.6756 0.7429 -0.181
C -7.0332 0.2097 -1.0890 -0.402
C -6.7131 1.2062 -1.9953 -0.491
C -5.3860 1.5569 -2.2022 -0.731
C -4.3826 0.9071 -1.5044 -0.415
H -8.0644 -0.0672 -0.9213 0.427
H -7.5007 1.7090 -2.5394 0.372
H -5.1309 2.3367 -2.9067 0.396
H -3.3468 1.1754 -1.6598 0.405
```

Calculated values
* orbital gap: 9.44 eV
* total energy: -255896.5439 eV
* charge: 0
* E_HOMO: -9.2 eV



# 3
C57H62Ge2N5OS4W | ωB97M-V with the def2-TZVPD basis set

```
132
Properties=species:S:1:pos:R:3:mulliken_charge:R:1
W 1.0111 0.6528 0.4914 1.267
N -3.1951 0.9740 -1.7817 0.249
C -2.2385 1.5231 -1.0375 -1.052
N -1.3388 0.5984 -0.7523 0.466
C -1.8231 -0.5227 -1.3690 0.175
N -2.9456 -0.3192 -2.0048 -0.747
C -1.1389 -1.7899 -1.2658 -0.224
C -1.6631 -2.9545 -1.8256 -0.628
N -1.0315 -4.1097 -1.7205 -0.472
C 0.1019 -4.1164 -1.0355 -0.743
C 0.6115 -2.9608 -0.4551 -0.849
N 0.0043 -1.7836 -0.5755 1.002
H -4.0338 1.3939 -2.1572 0.249
H -2.2086 2.5491 -0.7123 0.603
H -2.6033 -2.9305 -2.3629 0.552
H 0.6156 -5.0650 -0.9381 0.464
H 1.5257 -3.0018 0.1218 0.676
C 8.3629 3.8312 4.0293 -1.573
C 7.7811 3.0867 2.8652 0.008
C 8.0388 3.4871 1.5572 -0.184
C 7.6356 2.7276 0.4701 0.286
C 7.9506 3.1861 -0.9311 -1.820
C 6.9488 1.5223 0.6999 1.391
C 6.6074 1.1411 2.0064 1.023
C 5.8347 -0.1185 2.3048 -1.409
C 7.0135 1.9453 3.0631 -0.437
C 6.8070 0.5713 -0.4324 -0.761
C 7.9866 -0.0592 -0.8661 -0.571
C 7.9935 -0.9673 -1.9089 -1.446
C 6.8182 -1.3210 -2.5556 -0.224
C 5.6183 -0.7471 -2.1508 0.054
C 5.6750 0.1626 -1.1017 -0.037
Ge 3.7214 0.6063 -0.6548 1.212
S 2.7929 -1.0404 0.4974 -0.611
S 1.5403 1.3245 -1.8146 -0.418
Ge 1.6586 3.3323 -0.3945 1.383
S -0.1377 2.8491 0.7938 -0.503
S 3.0365 2.1242 1.1233 -0.222
C 2.1171 5.2690 -0.6842 0.197
C 2.6728 6.0611 0.2954 -0.788
C 2.7522 7.4226 -0.0118 -0.233
C 2.2995 7.9151 -1.2261 -1.242
C 1.7362 7.0690 -2.1764 -0.427
C 1.6353 5.7098 -1.9094 -0.341
C 1.0210 4.7108 -2.8205 0.400
C -0.3494 4.4020 -2.7117 0.767
C -1.2607 5.1446 -1.7692 -1.443
C -0.8789 3.4455 -3.5764 -0.247
C -0.1123 2.8422 -4.5656 -0.233
C -0.7280 1.8862 -5.5456 -1.823
C 1.2308 3.2008 -4.6797 -0.385
C 1.8104 4.1305 -3.8338 0.973
C 3.2370 4.5683 -4.0149 -1.689
C 3.1759 5.5440 1.5918 0.514
C 2.3065 5.3694 2.6753 1.509
C 0.8312 5.6554 2.5630 -1.559
C 2.8438 5.0008 3.9051 -1.226
C 4.2098 4.8334 4.0860 0.457
C 4.7858 4.4965 5.4303 -1.458
C 5.0515 5.0046 2.9877 -0.732
C 4.5583 5.3558 1.7421 0.658
C 5.4931 5.5769 0.5818 -0.366
C 4.3176 -1.0556 -2.7973 0.936
C 3.7097 -2.3141 -2.6022 0.044
C 4.3495 -3.3588 -1.7321 -1.508
C 2.4972 -2.5632 -3.2251 -0.151
C 1.8908 -1.6290 -4.0629 0.265
C 0.5925 -1.9379 -4.7492 -1.642
C 2.5419 -0.4234 -4.2983 0.068
C 3.7610 -0.1253 -3.7030 0.043
C 4.5110 1.1214 -4.0884 -1.646
H 8.6233 4.8559 3.7669 0.380
H 9.2811 3.3348 4.3508 0.438
H 7.6883 3.8365 4.8850 0.335
H 8.6107 4.3924 1.3827 0.373
H 7.9712 4.2741 -0.9839 0.425
H 7.2152 2.8140 -1.6444 0.181
H 8.9331 2.8290 -1.2470 0.403
H 5.6937 -0.7370 1.4200 0.151
H 4.8540 0.1316 2.7208 0.131
H 6.3541 -0.7166 3.0536 0.546
H 6.7716 1.6409 4.0762 0.563
H 8.9020 0.1842 -0.3423 0.662
H 8.9320 -1.4035 -2.2259 0.484
H 6.8236 -2.0160 -3.3853 0.687
H 3.1695 8.0875 0.7342 0.642
H 2.3780 8.9740 -1.4339 0.504
H 1.3579 7.4555 -3.1142 0.626
H -0.7207 5.8762 -1.1736 0.283
H -1.7779 4.4698 -1.0827 0.153
H -2.0232 5.6733 -2.3424 0.499
H -1.9403 3.2247 -3.5219 0.708
H -1.5703 1.3451 -5.1144 0.399
H 0.0037 1.1708 -5.9197 0.359
H -1.1036 2.4439 -6.4063 0.386
H 1.8248 2.7696 -5.4787 0.685
H 3.7746 3.9044 -4.6872 0.453
H 3.7634 4.6179 -3.0594 0.201
H 3.2613 5.5699 -4.4483 0.373
H 0.4671 5.5538 1.5411 0.057
H 0.6319 6.6811 2.8813 0.412
H 0.2563 4.9950 3.2115 0.418
H 2.1798 4.8864 4.7549 0.475
H 4.0248 4.5074 6.2077 0.413
H 5.5632 5.2122 5.6990 0.371
H 5.2440 3.5053 5.4125 0.226
H 6.1202 4.8921 3.1175 0.689
H 6.4158 5.0229 0.7286 -0.361
H 5.7462 6.6362 0.4968 0.456
H 5.0416 5.2686 -0.3628 -0.267
H 5.3629 -3.5786 -2.0633 0.424
H 3.7782 -4.2846 -1.7559 0.458
H 4.4224 -3.0145 -0.6964 0.234
H 2.0318 -3.5337 -3.0982 0.770
H 0.1133 -2.8183 -4.3239 0.396
H 0.7722 -2.1401 -5.8071 0.417
H -0.0952 -1.0914 -4.6941 0.168
H 2.1117 0.2844 -4.9989 0.305
H 3.9669 1.6641 -4.8578 0.553
H 5.4942 0.8590 -4.4811 0.386
H 4.6716 1.7897 -3.2376 0.013
C -0.2143 -1.8206 3.1252 -1.029
C -0.3223 -0.3049 3.1690 0.404
C -1.7299 0.1934 2.8704 -1.145
O 0.5560 0.2184 2.1194 -0.376
H -0.7960 -2.2623 3.9316 0.505
H 0.8241 -2.1354 3.2347 0.322
H -0.6032 -2.1875 2.1742 0.111
H 0.0394 0.0873 4.1200 0.357
H -2.0389 -0.1772 1.8909 0.154
H -1.7681 1.2823 2.8741 0.331
H -2.4246 -0.1778 3.6215 0.494
```

Calculated values
* orbital gap: 4.35 eV
* total energy: -227792.4023 eV
* charge: +3
* E_HOMO: -14.8 eV
* ΔE to the lowest compared entry with this formula, charge and spin: 92.3 kJ/mol